Record 1
This record from the Open Molecules 2025 dataset describes 2 unconnected molecules or ions with the total composition C4H9NO. The level of theory is ωB97M-V/def2-TZVPD.

ORCA input file:
```
! wB97M-V def2-TZVPD RIJCOSX def2/J DEFGRID3
* xyz 0 1
O 1.61148 1.05198 0.55882
N -0.17103 -0.22446 -0.01165
C 0.90777 -0.86342 -0.78415
C 1.18877 -0.19100 0.52917
C -1.26552 -1.04625 0.48337
C -0.11504 1.82000 -0.30770
H -1.20389 1.74059 -0.32099
H -0.91774 -2.02157 0.84823
H 0.30570 1.90487 -1.30389
H 1.18437 -0.35593 -1.70372
H 0.85853 -1.95024 -0.85761
H 1.36196 -0.84976 1.39068
H -1.76555 -0.53026 1.30805
H -1.99221 -1.22695 -0.31514
H 0.22235 2.59736 0.36767
*
```

Results
**Energy relative to the best compared isomer or geometry (same formula, charge and spin)**: 552.1 kJ/mol
**Kohn-Sham gap (spin up / spin down)**: 8.8 / 8.8 eV
**Calculated total energy**: -287.6221 hartree



Record 2
This record from the Open Molecules 2025 dataset describes 2 unconnected molecules or ions with the total composition C14H16 in a non-equilibrium geometry. The level of theory is ωB97M-V/def2-TZVPD.

ORCA input file:
```
! wB97M-V def2-TZVPD RIJCOSX def2/J DEFGRID3
* xyz 0 1
C 0.65389 -1.67186 -3.25550
C 0.86772 0.29495 -2.05613
C 1.95854 -0.11697 0.93650
C -2.81189 -0.82404 -1.76476
C -0.48998 0.23826 -1.70950
C 0.12132 1.00918 2.79475
C 1.35218 1.56283 2.70633
C -0.68197 -1.75778 -2.95578
C -0.24691 -0.15654 2.06027
C 0.72130 -0.77745 1.27907
C 2.28087 0.98094 1.77047
C -1.29555 -0.81448 -2.06192
C -0.82406 1.75002 3.57172
C 1.45754 -0.77200 -2.65308
H -3.04614 -0.92354 -0.60622
H -1.77268 1.21432 3.59563
H 2.46892 -0.67769 -2.96566
H -3.31113 0.15128 -2.07760
H 1.77034 2.38475 3.34009
H 1.37882 1.23769 -1.92851
H -0.48142 1.92704 4.60972
H 1.11919 -2.35979 -3.93216
H -1.21585 -0.65100 2.12946
H -1.27456 -2.59669 -3.21099
H -0.91459 2.79453 3.21577
H 0.55565 -1.63426 0.71357
H 3.26811 1.39539 1.67493
H -0.86478 1.08124 -1.09418
H -3.31312 -1.70251 -2.29051
H 2.57024 -0.58584 0.16422
*
```

Results
**Energy relative to the best compared isomer or geometry (same formula, charge and spin)**: 157.6 kJ/mol
**Kohn-Sham gap**: 9.5 eV
**Structure (SMILES)**: Cc1ccccc1.Cc1ccccc1
**Calculated total energy**: -543.0128 hartree



Record 3
This record from the Open Molecules 2025 dataset describes a molecular structure, C30H28BN6O4PtS. The level of theory is ωB97M-V/def2-TZVPD.

ORCA input file:
```
! wB97M-V def2-TZVPD RIJCOSX def2/J DEFGRID3
* xyz -1 1
Pt 0.02200 -0.32662 0.13912
S 0.01492 -2.86644 -0.92904
O 1.22903 -3.59611 -1.18069
O 0.03785 -2.27476 0.52306
O -1.21014 -3.58948 -1.14435
O 0.00738 -1.51297 -1.65625
N -1.64241 0.26610 1.70208
N -1.27106 1.12417 2.67652
N 1.64428 0.26516 1.69938
N 0.00044 2.48126 0.95226
N 1.27008 1.12226 2.67507
N 0.00475 1.73756 -0.19219
C 4.77518 -3.25646 -0.25245
C 0.00006 2.59953 -1.21787
C -3.42830 -1.26124 -0.11337
C 3.45977 -1.33434 1.27666
C -2.75341 -0.33482 2.10240
C -4.75989 -3.25811 -0.25882
C 0.01466 3.32905 -3.58751
C -3.45352 -1.33403 1.27561
C -2.00968 1.93278 4.91850
C 3.11741 0.15247 3.37123
C -0.00215 0.97694 -3.16503
C -0.00798 3.91083 -0.72049
C 2.14645 1.08250 3.69563
C 4.80239 -3.33339 1.13299
C 4.09217 -2.21956 -0.87094
C 0.02016 3.09370 -4.95202
C -4.79728 -3.33193 1.12638
C -2.14872 1.08539 3.69703
C 0.00354 0.73885 -4.53403
C -0.01640 4.89039 1.65667
C -3.11861 0.15469 3.37211
C 0.00379 2.27330 -2.66748
C 2.00599 1.92904 4.91746
C 3.44512 -1.25813 -0.11244
C -4.14229 -2.37675 1.88920
C 0.01507 1.79094 -5.43468
C -4.07059 -2.22367 -0.87480
C 2.75503 -0.33669 2.10145
C -0.00807 3.79359 0.64153
C 4.14284 -2.37907 1.89280
B 0.00020 1.96082 2.42003
H -4.13781 -2.45396 2.97032
H 0.02041 4.35219 -3.24019
H 0.01957 1.60142 -6.50115
H -5.23973 -4.02220 -0.85783
H -2.89548 1.81878 5.54233
H -0.01387 4.83286 -1.27214
H 4.12999 -2.45909 2.97371
H -0.89538 4.84092 2.29985
H -0.01146 0.12751 -2.50641
H -4.00440 -2.18085 -1.95410
H -1.14094 1.64464 5.51349
H -2.87256 -0.46683 -0.59460
H 0.00152 2.89567 3.17337
H -1.89697 2.98883 4.66927
H -3.98217 -0.11300 3.95884
H 5.25818 -4.02006 -0.84944
H 4.03395 -2.17419 -1.95066
H 5.31407 -4.15302 1.62255
H -5.31367 -4.14989 1.61396
H 2.89360 -0.46233 -0.59606
H -0.00103 -0.28709 -4.88085
H 0.02912 3.93074 -5.63979
H 0.86253 4.85348 2.30078
H 1.89280 2.98508 4.66867
H 1.13676 1.63977 5.51109
H 3.98091 -0.11453 3.95827
H -0.02297 5.84977 1.13950
H 2.89128 1.81501 5.54198
*
```

Results
**Kohn-Sham gap**: 7.0 eV
**Calculated total energy**: -2332.0653 hartree



Record 4
This record from the Open Molecules 2025 dataset describes C2HNO in the gas phase in a non-equilibrium geometry. The level of theory is ωB97M-V/def2-TZVPD.

ORCA input file:
```
! wB97M-V def2-TZVPD RIJCOSX def2/J DEFGRID3
* xyz 0 1
O 1.31768 -0.27506 -0.86347
N -1.71664 0.57676 0.46533
C -0.61417 0.24627 0.27383
C 0.68565 -0.39687 0.16417
H 1.04619 -0.93326 1.02249
*
```

Results
**Energy relative to the best compared isomer or geometry (same formula, charge and spin)**: 32.4 kJ/mol
**Kohn-Sham gap**: 10.8 eV
**Structure (SMILES)**: N#CC=O
**Calculated total energy**: -206.7606 hartree



Record 5
This record from the Open Molecules 2025 dataset describes a molecular structure, C11H14F6NO6S4V. The level of theory is ωB97M-V/def2-TZVPD.

ORCA input file:
```
! wB97M-V def2-TZVPD RIJCOSX def2/J DEFGRID3
* xyz 3 2
V -0.00525 -0.57697 -0.91242
S 1.64269 1.51105 -1.18726
S -2.77963 0.18962 0.59327
S 0.18665 -2.84519 -3.36180
S 1.80610 0.65829 1.35340
F 1.36734 4.08655 -1.48070
F 4.20859 0.72917 2.27579
F 3.30415 3.29307 -2.04977
F 3.96236 -0.50357 0.50622
F 3.23751 -1.20676 2.42644
F 1.57851 2.95923 -3.32092
O 1.21785 1.10796 2.55090
O 1.02418 -0.49055 0.66187
O 2.15646 0.32733 -1.83970
O 0.10030 1.29267 -1.22682
O -1.55436 -0.67825 -0.19632
O 0.16381 -1.60920 -2.32312
N 2.07187 1.78074 0.27366
C -3.90604 -1.16925 0.82329
C 3.46859 -0.15863 1.67665
C -1.50389 1.55308 4.62164
C -1.73687 2.46009 3.59567
C 2.01467 3.14741 -2.10434
C -2.07318 1.99768 2.33690
C -0.36619 -2.06993 -4.86221
C -2.18449 0.61018 2.14175
C 1.92579 -3.05286 -3.66248
C -1.59781 0.17232 4.41118
C -1.94578 -0.31418 3.17217
H -1.25139 1.92076 5.60803
H -1.41260 -1.79577 -4.74044
H 1.99375 -3.82114 -4.43905
H -2.28406 2.69060 1.53094
H 0.26746 -1.22161 -5.11315
H -4.24050 -1.49617 -0.15932
H -4.74383 -0.72877 1.37114
H -1.66999 3.52345 3.77950
H 2.36832 -2.11580 -3.99485
H -2.03486 -1.38116 3.01593
H -0.29052 -2.85369 -5.62299
H -3.45324 -1.97631 1.39318
H -1.41368 -0.51272 5.22739
H 2.38123 -3.43279 -2.74922
*
```

Results
**Kohn-Sham gap (spin up / spin down)**: 6.1 / 6.8 eV
**Calculated total energy**: -4068.5877 hartree



Record 6
This record from the Open Molecules 2025 dataset describes a gas-phase ion, C6H9N2O2 (charge +1) in a non-equilibrium geometry. The level of theory is ωB97M-V/def2-TZVPD.

ORCA input file:
```
! wB97M-V def2-TZVPD RIJCOSX def2/J DEFGRID3
* xyz 1 1
O 0.82799 1.92503 -0.65028
O -0.46250 -0.97335 -1.03210
N 2.46528 0.62690 0.29479
N 1.57645 -1.35444 0.06459
C -2.32090 -0.01366 0.14169
C 0.68078 -0.44359 -0.55678
C -1.41391 0.62261 1.16319
C 2.62559 -0.68491 0.57506
C -1.53956 -0.13054 -1.26553
C 1.24190 0.82700 -0.41186
H -2.59251 -1.02779 0.34093
H 3.05187 1.43725 0.44149
H -3.20096 0.59008 -0.00534
H 3.45326 -1.16480 1.11536
H -2.24441 -0.75708 -1.87510
H -1.17752 1.76715 1.25810
H 1.27841 -2.22286 0.30735
H -1.42901 0.83359 -1.70848
H -0.82025 0.14341 1.80291
*
```

Results
**Energy relative to the best compared isomer or geometry (same formula, charge and spin)**: 404.7 kJ/mol
**Kohn-Sham gap (spin up / spin down)**: 6.0 / 8.8 eV
**Calculated total energy**: -493.6481 hartree



Record 7
This record from the Open Molecules 2025 dataset describes 10 unconnected molecules or ions with the total composition C10H36N18O12 in a non-equilibrium geometry. The level of theory is ωB97M-V/def2-TZVPD.

ORCA input file:
```
! wB97M-V def2-TZVPD RIJCOSX def2/J DEFGRID3
* xyz -2 1
O 5.49026 8.74339 -30.93055
O 8.33023 12.17671 -26.43647
O 12.25490 12.34800 -29.48890
O 6.11383 12.35945 -26.31813
O 8.30853 10.69006 -21.83957
O 7.09041 12.43950 -28.32813
O 5.36848 7.42003 -23.70794
O 7.29645 16.19559 -23.43389
O 2.96595 13.45499 -30.80886
O 6.79618 17.02398 -30.13350
O 9.86331 7.41324 -27.18094
O 1.82307 10.85930 -24.70513
N 4.36956 7.51538 -25.78915
N 5.22186 13.16201 -30.76128
N 6.33208 16.12813 -28.14375
N 6.84356 10.85696 -23.57052
N 8.95302 9.48317 -27.47390
N 3.55561 12.18452 -24.05630
N 3.33221 11.61353 -26.24002
N 9.94919 12.63127 -29.82306
N 5.48414 10.25492 -29.20215
N 9.07533 11.35795 -23.86758
N 10.59724 9.15788 -25.92459
N 8.54876 14.82697 -24.81284
N 10.79326 12.05790 -27.81452
N 6.23591 14.73540 -24.74522
N 6.26567 8.66846 -25.37205
N 7.62376 14.94254 -29.59841
N 7.38179 9.85619 -30.37991
N 4.09162 13.92563 -28.90921
C 4.05150 13.58058 -30.22266
C 2.83252 11.52109 -24.98560
C 8.07914 10.95131 -23.02605
C 9.82745 8.60925 -26.90987
C 7.19715 12.34957 -27.02115
C 6.06707 9.57620 -30.21785
C 6.87827 16.05357 -29.36748
C 11.08428 12.42396 -29.08757
C 5.31019 7.84330 -24.85626
C 7.39739 15.33557 -24.31805
H 8.27506 9.14786 -28.13151
H 5.38549 15.16525 -24.43525
H 6.08843 10.62444 -22.95313
H 4.27403 7.87961 -26.71465
H 8.86727 10.46781 -27.22117
H 6.25192 14.05474 -25.51239
H 4.50448 10.16290 -29.01826
H 3.63076 6.88598 -25.52561
H 6.04390 13.10490 -30.18448
H 9.26752 15.51192 -24.97467
H 9.94726 11.62468 -23.45752
H 9.08175 12.47146 -29.33217
H 6.71038 11.23470 -24.50237
H 3.19981 13.91011 -28.44856
H 9.90260 12.24069 -27.34157
H 10.43181 10.07193 -25.54892
H 5.69229 16.89189 -28.01103
H 4.32748 11.78759 -26.35112
H 6.12706 9.17036 -26.22935
H 2.89934 11.02174 -26.92663
H 5.03332 12.52886 -31.52058
H 3.36563 11.99537 -23.09060
H 11.58022 11.83676 -27.22915
H 5.98388 11.05920 -28.81291
H 6.24982 15.41911 -27.44617
H 11.32248 8.60810 -25.50667
H 8.02925 9.48827 -31.04593
H 8.47809 14.02940 -25.43268
H 10.04108 12.77747 -30.81072
H 6.89139 9.00900 -24.66225
H 4.40597 12.63117 -24.36186
H 7.50589 14.20284 -28.89387
H 7.66193 10.68527 -29.86966
H 7.89300 14.63193 -30.51125
H 4.95062 13.73408 -28.41477
H 8.82450 11.55960 -24.84482
*
```

Results
**Energy relative to the best compared isomer or geometry (same formula, charge and spin)**: 21.2 kJ/mol
**Kohn-Sham gap**: 9.2 eV
**Calculated total energy**: -2291.7334 hartree